This record from the Open Molecules 2025 dataset describes a cluster of 2 separate species, C4H6NOS2 in total at a distorted geometry. The level of theory is ωB97M-V/def2-TZVPD.

Summary:
LUMO (alpha / beta), eV: -5.5 / -4.8
Highest occupied orbital energy (alpha / beta), eV: -11.9 / -12.2
E, eV: -29442.3920
Kohn-Sham gap (alpha / beta), eV: 6.4 / 7.4
Net charge: +1

Last column: natural (NBO) charge in e.
Geometry (Å):
C: 1.21488 0.91059 -1.06447  -0.10
C: 0.21421 1.76736 -0.88148  0.15
C: 0.08284 0.41243 0.82024  0.38
C: 1.95174 -0.94402 0.28925  -0.07
N: 1.25412 0.13187 0.03185  -0.32
O: -0.46303 1.47159 0.25355  -0.33
S: -5.03597 -0.32296 0.36374  0.07
S: -3.17374 0.30221 -0.07676  -0.21
H: 2.01294 1.00253 -1.85280  0.29
H: -0.15241 2.61572 -1.51666  0.27
H: -0.10425 -0.00788 1.78941  0.26
H: 2.68549 -1.09003 -0.50139  0.20
H: 2.06040 -1.66868 1.17863  0.27
H: -5.68621 0.89570 0.54662  0.14

Force components x, y, z for each atom (eV/Å):
C 1.8 1.8 -2.2
C -1.2 1.5 -1.2
C 2.9 1.1 -2.5
C 3.6 -2.7 -0.3
N -4.5 -1.3 4.2
O -0.4 -0.2 0.8
S 0.6 1.1 -0.1
S -1.3 -0.3 0.3
H -1.0 -0.6 1.1
H 0.4 -1.1 1.0
H -0.4 0.1 0.1
H 0.1 -0.4 0.3
H -1.1 1.9 -1.2
H 0.5 -0.9 -0.2

This record from the Open Molecules 2025 dataset describes a cluster of 2 separate species, C4H7NO in total. The level of theory is ωB97M-V/def2-TZVPD.

Summary:
LUMO, eV: 0.4
Highest occupied orbital energy, eV: -7.9
E, eV: -7793.4752
Kohn-Sham gap, eV: 8.3

Last column: natural (NBO) charge in e.
Geometry (Å):
C: -0.08974 1.30329 -0.45987  -0.82
C: 0.82288 -0.60566 -0.27227  0.18
C: 0.31108 -0.78036 1.16664  -0.16
O: -1.08034 -0.76244 0.84388  -0.49
C: -0.94544 -0.57130 -0.51170  0.46
N: 0.03578 -1.30635 -1.12277  -0.68
H: -0.46305 1.55540 -1.45681  0.21
H: 0.93214 1.69160 -0.40088  0.22
H: -0.68910 1.76440 0.32867  0.21
H: 1.85537 -0.34990 -0.51830  0.22
H: 0.52294 0.03918 1.85607  0.20
H: 0.62326 -1.74369 1.58277  0.21
H: -1.83579 -0.23418 -1.03542  0.23

Force components x, y, z for each atom (eV/Å):
C 0.0 0.3 0.0
C 0.5 -0.1 0.1
C 0.2 0.0 0.1
O -0.1 0.0 0.0
C -0.6 0.0 -0.3
N -0.1 0.1 0.1
H 0.1 -0.1 0.1
H -0.1 -0.1 0.0
H 0.1 -0.1 -0.1
H -0.2 0.0 0.0
H 0.0 -0.1 -0.1
H 0.0 0.1 -0.1
H 0.1 -0.1 0.1

This record from the Open Molecules 2025 dataset describes a structure of composition C20H34BeN2O16 at a distorted geometry. The level of theory is ωB97M-V/def2-TZVPD.

Summary:
LUMO, eV: 0.3
Highest occupied orbital energy, eV: -8.3
E, eV: -57424.8244
Kohn-Sham gap, eV: 8.6

Last column: Löwdin charge in e.
Geometry (Å):
Be: -0.76355 0.20692 0.27257  0.87
N: -0.63165 1.12082 3.05971  -0.57
O: -0.91931 1.94220 2.16100  -0.07
O: -0.21917 0.00166 2.69321  -0.04
O: -0.64668 1.45311 4.24228  0.01
N: -1.17381 -3.24564 0.63185  -0.56
O: -0.81057 -2.05755 0.39516  -0.08
O: -0.32275 -4.08565 0.93129  0.00
O: -2.36631 -3.54987 0.48944  -0.01
C: -2.13366 -1.40088 -2.26819  -0.06
O: -2.30539 -0.31780 -1.37962  -0.19
C: -3.23468 0.64818 -1.72608  -0.19
C: -3.38060 1.51145 -0.51929  -0.18
O: -2.10583 1.77787 0.01606  -0.23
C: -1.79267 3.14492 0.23416  -0.09
H: -2.99841 -2.03521 -2.45684  0.10
H: -1.22439 -1.91374 -1.97692  0.07
H: -1.87827 -0.97827 -3.25432  0.10
H: -4.19828 0.19105 -1.97859  0.14
H: -2.95087 1.26385 -2.59190  0.14
H: -3.95985 0.95757 0.22490  0.12
H: -3.98570 2.40284 -0.69875  0.14
H: -2.22157 3.48890 1.17502  0.10
H: -2.25785 3.75825 -0.54849  0.10
H: -0.72159 3.27832 0.19186  0.08
O: 1.07532 -0.70131 -1.10878  0.09
C: 1.62416 -1.66916 -1.55908  -0.45
O: 2.02605 -1.68421 -2.84822  0.04
C: 2.54711 -2.98470 -3.17833  -0.15
C: 2.99532 -3.54847 -1.83581  -0.15
C: 2.02255 -2.94712 -0.83643  -0.05
H: 3.31346 -2.99103 -3.94942  0.12
H: 1.72628 -3.57540 -3.59731  0.13
H: 4.00758 -3.20395 -1.61489  0.12
H: 3.00611 -4.63638 -1.89911  0.12
H: 2.46807 -2.71603 0.12336  0.14
H: 1.08931 -3.50796 -0.75377  0.11
O: -2.93220 -0.45079 1.62946  0.10
C: -3.67854 -1.16267 2.23871  -0.45
O: -5.01367 -1.01070 2.18941  0.03
C: -5.69322 -2.00534 2.98707  -0.13
C: -4.60549 -2.53754 3.91548  -0.15
C: -3.31211 -2.32714 3.12961  -0.06
H: -6.09315 -2.74211 2.29160  0.13
H: -6.48185 -1.52123 3.55616  0.12
H: -4.71053 -3.59772 4.15211  0.11
H: -4.66348 -2.04781 4.88927  0.11
H: -3.12924 -3.25904 2.59948  0.11
H: -2.40454 -2.02710 3.65088  0.14
O: 1.59543 1.07092 0.89261  0.11
C: 2.74528 1.13826 1.19703  -0.47
O: 3.76600 0.85744 0.35678  0.00
C: 5.04231 1.04012 1.01562  -0.13
C: 4.74448 1.96149 2.18918  -0.14
C: 3.28936 1.64184 2.51048  -0.05
H: 5.78165 1.39348 0.30109  0.12
H: 5.33441 0.02996 1.31099  0.13
H: 4.82606 3.02702 1.96701  0.12
H: 5.44049 1.83570 3.01891  0.12
H: 2.69507 2.52290 2.75660  0.14
H: 3.08302 0.95310 3.33036  0.14
O: 0.09298 1.88554 -1.28672  0.09
C: 0.97818 2.27700 -1.98735  -0.44
O: 1.02449 1.97756 -3.29902  0.05
C: 2.22314 2.41119 -3.93541  -0.14
C: 2.85846 3.42969 -2.99324  -0.13
C: 2.16361 3.15211 -1.63653  -0.04
H: 2.04184 2.82235 -4.92354  0.13
H: 2.87480 1.53718 -3.98615  0.13
H: 2.74040 4.47024 -3.29088  0.11
H: 3.91474 3.22275 -2.83686  0.11
H: 1.84080 4.02834 -1.08109  0.13
H: 2.92314 2.60545 -1.08079  0.11

Force components x, y, z for each atom (eV/Å):
Be -1.1 0.2 0.8
N 0.9 0.9 0.1
O 0.0 -0.3 0.1
O -0.3 -1.1 -0.9
O -0.2 -0.4 0.0
N -0.6 -0.2 -0.4
O 0.8 1.2 -0.1
O 0.0 0.1 0.2
O 0.1 0.1 0.1
C 0.9 0.8 -1.6
O 1.1 -0.8 1.0
C -0.7 0.6 -0.8
C -1.3 -0.4 1.0
O 0.6 -0.6 -0.3
C -0.8 0.9 -0.3
H -0.2 -0.1 0.8
H -0.4 -0.4 0.4
H -0.1 0.1 0.0
H 0.0 -0.1 0.1
H 0.5 -0.3 -0.1
H 0.3 0.0 0.1
H 0.5 0.2 -0.3
H 0.3 -0.2 0.1
H 0.2 -0.2 -0.2
H -0.1 0.0 0.3
O -0.7 0.4 -0.1
C 0.5 0.1 0.6
O 0.1 0.0 -0.4
C -0.5 -0.6 0.4
C 0.4 -0.5 -0.3
C -0.2 0.5 -1.2
H 0.2 0.7 0.1
H -0.1 0.0 0.1
H 0.0 -0.1 0.0
H 0.0 0.0 0.3
H -0.4 -0.1 0.2
H 0.2 -0.2 0.5
O -0.1 0.4 -0.1
C 0.6 -1.0 -0.4
O -0.4 0.4 0.0
C 0.7 0.1 0.0
C 0.1 -0.8 0.8
C -0.5 0.5 0.4
H -0.1 -0.1 0.1
H -0.2 0.1 -0.3
H -0.3 0.0 -0.2
H 0.2 0.4 -0.2
H 0.3 0.4 -0.6
H -0.1 -0.2 0.3
O -0.1 -0.2 -0.4
C 0.0 0.2 0.7
O 0.1 0.1 -0.6
C -0.3 -0.5 0.1
C 0.3 0.2 0.7
C -0.3 0.5 0.1
H -0.2 0.2 -0.1
H 0.2 0.2 0.3
H 0.0 -0.1 -0.5
H -0.1 -0.4 0.0
H 0.1 0.0 0.0
H 0.2 -0.3 -0.2
O -0.2 -0.3 0.0
C 0.7 0.0 -0.4
O -0.7 -0.1 -0.3
C 0.8 0.0 0.6
C -0.1 0.4 0.9
C 0.5 -0.1 -0.7
H -0.4 -0.2 0.0
H -0.1 0.0 -0.4
H -0.1 -0.1 -0.2
H 0.1 0.2 -0.4
H 0.0 0.0 0.0
H -0.6 -0.2 0.6

Which formula does entry 2 have?
C4H7NO

Which value of E does entry 2 give?
-7793.4752 eV

Among the records above, which one has the highest E?
C4H7NO